Entry from the OMol25 dataset: one molecule with the formula C20H29N7O3 in a non-equilibrium geometry (the ωB97M-V functional and the def2-TZVPD basis).

```
59
Properties=species:S:1:pos:R:3:forces:R:3:nbo_charge:R:1
C 3.035333 -2.499415 -4.559338 -0.026 -0.001 0.060 -0.414
N 2.005775 -2.853285 -3.606935 -0.094 -0.133 -0.097 -0.438
C 2.492827 -3.529109 -2.422066 0.177 0.044 0.178 -0.229
C 3.156921 -2.571884 -1.412829 0.022 -0.433 -0.137 -0.235
N 2.222216 -1.525315 -1.066359 0.058 0.104 -0.312 -0.439
C 1.572897 -1.363622 0.108441 0.381 -0.154 0.036 0.696
O 0.731353 -0.491646 0.248497 -0.241 0.098 0.231 -0.660
C 1.974153 -2.292513 1.247449 -0.262 0.158 0.216 -0.497
C 1.005959 -2.140080 2.425347 0.109 -0.003 -0.198 -0.430
C -0.346476 -2.571225 1.992840 0.010 0.341 0.190 0.305
N -0.694808 -3.754325 1.536652 0.869 -0.083 0.284 -0.278
N -1.965001 -3.723655 1.142379 -1.104 -0.115 -0.415 -0.275
C -2.414692 -2.501006 1.342718 0.629 0.121 0.267 0.216
C -3.641041 -1.853384 1.091531 -0.065 0.474 0.019 -0.136
C -3.719131 -0.523775 1.354616 -0.220 -0.399 -0.248 -0.278
C -2.587211 0.175767 1.901532 0.455 -0.753 0.224 0.384
N -2.658606 1.505219 2.227217 -0.121 0.112 0.364 -0.414
C -3.387579 2.425163 1.379900 -0.079 0.075 -0.431 -0.212
C -2.554429 2.793415 0.148802 0.243 0.342 0.197 -0.438
C -1.217159 3.400653 0.579927 -0.113 -0.477 0.017 0.536
C -0.496483 2.460706 1.561978 -0.228 0.269 -0.180 -0.483
C -1.436831 2.116173 2.717518 0.373 0.063 0.159 -0.224
O -0.436737 3.661885 -0.568315 -0.280 -0.212 -0.057 -0.521
C 0.386005 4.766306 -0.275278 0.224 0.214 0.118 -0.099
C -0.346642 5.496034 0.871705 0.300 0.224 -0.062 -0.096
O -1.449080 4.671439 1.171977 -0.356 -0.238 0.013 -0.545
N -1.470142 -0.444525 2.197672 0.025 1.083 0.130 -0.295
N -1.405320 -1.732447 1.895774 -0.755 -1.145 -0.420 -0.140
C 1.778204 -0.783878 -2.232851 -0.345 0.159 -0.216 -0.251
C 1.133759 -1.755678 -3.233700 0.044 0.192 0.130 -0.227
H 3.573519 -3.403937 -4.840572 0.073 0.008 -0.056 0.202
H 2.557036 -2.094515 -5.450315 0.055 0.035 -0.068 0.203
H 3.764900 -1.762290 -4.195363 0.051 0.024 -0.036 0.159
H 3.198851 -4.306269 -2.720007 -0.013 -0.042 0.019 0.202
H 1.633772 -4.004732 -1.937902 0.069 -0.046 0.081 0.205
H 3.483973 -3.118501 -0.532157 0.030 0.046 -0.005 0.218
H 4.037327 -2.104480 -1.870698 -0.005 -0.061 0.096 0.192
H 2.992941 -2.054720 1.562743 0.049 -0.087 -0.072 0.228
H 1.931876 -3.328938 0.910623 0.138 0.007 0.002 0.236
H 1.349328 -2.753558 3.260153 -0.020 0.068 -0.002 0.230
H 0.942376 -1.095291 2.731883 0.062 -0.082 0.064 0.247
H -4.467081 -2.420219 0.694441 -0.106 -0.016 -0.033 0.236
H -4.640894 0.005731 1.181850 -0.074 0.023 -0.006 0.223
H -4.341966 2.000368 1.072449 0.007 0.086 0.081 0.205
H -3.581939 3.329437 1.962408 -0.101 -0.096 -0.027 0.214
H -3.084761 3.518000 -0.468715 0.037 0.029 -0.061 0.225
H -2.339755 1.906304 -0.447831 -0.025 -0.064 -0.035 0.220
H 0.399959 2.948354 1.946604 0.099 0.037 0.002 0.208
H -0.201210 1.551607 1.036191 0.047 0.013 0.012 0.262
H -0.953837 1.422522 3.404002 -0.037 0.187 0.023 0.236
H -1.718174 3.029290 3.249345 0.016 -0.082 0.023 0.204
H 0.470981 5.371064 -1.179823 0.050 -0.025 0.093 0.191
H 1.385087 4.435505 0.035183 -0.080 0.065 -0.052 0.169
H 0.298403 5.615383 1.750788 -0.050 0.027 -0.103 0.170
H -0.728978 6.474796 0.571885 0.081 -0.065 0.050 0.187
H 1.057468 -0.034442 -1.904516 0.134 -0.037 -0.081 0.253
H 2.639518 -0.279544 -2.683763 -0.029 0.011 0.024 0.187
H 0.831682 -1.219211 -4.134515 -0.049 0.003 -0.001 0.203
H 0.241562 -2.189703 -2.771170 -0.039 0.105 0.005 0.203
```
Forces are in eV/Å.

Computed properties:
- Largest force on an atom: 1.43 eV Å⁻¹
- Gap between HOMO and LUMO: 8.72 eV
- Energy relative to the best compared isomer or geometry (same formula, charge and spin): 38.45 kcal/mol
- SMILES: CN1CCN(C(=O)CCc2nnc3ccc(N4CCC5(CC4)OCCO5)nn23)CC1
- Multiplicity: 1
- Highest occupied orbital energy: -0.2985 hartree

=====

Entry from the OMol25 dataset: C20H30AlAsF6N3Sb as an isolated structure (the ωB97M-V functional and the def2-TZVPD basis).

```
62
Properties=species:S:1:pos:R:3:forces:R:3:nbo_charge:R:1
Al -0.456414 0.389636 0.133506 -0.492 0.063 0.294 2.009
C 0.443945 -3.160931 4.150706 0.010 0.036 -0.005 -0.099
C 0.194184 -3.180879 2.780466 -0.006 -0.030 -0.017 -0.190
C 0.008543 -1.989028 2.111095 0.017 0.039 0.063 -0.213
C 0.069747 -0.782969 2.820897 -0.003 -0.205 0.081 0.117
C 0.321915 -0.754813 4.196204 -0.052 0.002 -0.018 -0.175
C 0.509915 -1.955108 4.850565 0.008 -0.010 0.022 -0.176
N -0.144584 0.371406 2.066989 0.053 0.164 -0.202 -0.341
N -0.196457 1.498356 2.609584 0.069 -0.245 0.269 -0.082
C -0.452397 2.557758 1.722948 -0.044 0.256 -0.189 0.287
C -0.577103 3.836033 2.218450 0.007 -0.070 0.008 -0.167
C -0.850926 4.863399 1.317541 0.000 0.026 -0.043 -0.069
C -0.981422 4.575695 -0.033900 -0.018 0.048 0.025 -0.203
C -0.844289 3.267564 -0.461158 -0.007 -0.071 0.014 0.102
N -0.584433 2.272791 0.404691 0.060 -0.002 -0.125 -0.699
H 0.586207 -4.093279 4.681164 -0.001 -0.004 0.000 0.261
H 0.138989 -4.121312 2.249722 0.000 -0.006 0.010 0.254
H -0.197100 -2.006083 1.040111 0.007 0.016 0.007 0.206
H 0.363472 0.185546 4.727877 -0.005 0.006 0.000 0.259
H 0.703891 -1.961764 5.914319 -0.001 0.004 0.003 0.263
H -0.474059 4.010130 3.280626 0.011 -0.012 0.009 0.283
H -0.964828 5.879243 1.673475 0.003 0.004 0.001 0.277
H -1.198731 5.351776 -0.754478 0.003 -0.001 -0.002 0.280
H -0.951492 2.994843 -1.503733 0.011 0.009 0.002 0.243
C 3.561927 -1.381425 2.177556 -0.063 0.018 -0.058 -0.635
C 4.210194 -0.376605 1.230898 0.196 0.004 0.083 -0.533
C 5.433105 -0.961901 0.517913 -0.096 -0.008 -0.070 -0.636
Sb 2.773078 0.486559 -0.123808 0.142 -0.125 -0.253 1.220
C 3.684582 2.338356 -0.743534 -0.053 0.211 0.136 -0.533
C 5.202833 2.334950 -0.857312 -0.010 -0.143 -0.015 -0.638
C 3.218838 3.352568 0.315255 -0.005 -0.055 -0.015 -0.639
C 2.716461 -0.987922 -2.168045 0.010 0.058 0.153 -0.050
C 3.955039 -0.554699 -2.858140 0.028 0.048 -0.044 -0.719
C 2.624061 -2.361135 -1.609835 -0.064 -0.050 -0.025 -0.705
H 4.316130 -1.738786 2.880360 0.001 -0.003 0.020 0.258
H 3.177628 -2.252908 1.643064 0.014 -0.004 -0.006 0.211
H 2.746280 -0.945709 2.757478 0.058 -0.016 0.004 0.205
H 4.535081 0.503004 1.800369 -0.060 0.024 -0.048 0.242
H 5.182242 -1.874156 -0.024781 0.033 0.014 0.021 0.207
H 6.175653 -1.233332 1.269840 0.001 0.009 0.017 0.262
H 5.903764 -0.261699 -0.169069 0.032 0.006 0.005 0.225
H 3.229107 2.595738 -1.702480 -0.021 -0.099 -0.015 0.235
H 5.675868 2.123724 0.102452 0.013 0.001 0.007 0.220
H 5.531717 3.327531 -1.169440 0.006 0.008 -0.002 0.259
H 5.574103 1.621171 -1.591696 0.011 0.027 -0.015 0.222
H 3.645889 3.134213 1.297301 -0.007 0.009 0.007 0.222
H 2.130286 3.404300 0.411555 -0.030 0.009 -0.006 0.188
H 3.564660 4.348337 0.032038 0.016 0.002 0.000 0.266
H 1.783860 -0.575543 -2.545472 0.009 -0.001 0.021 0.236
H 4.867808 -0.829005 -2.330419 0.016 0.017 0.010 0.252
H 3.953390 0.497540 -3.138811 0.036 0.001 0.020 0.251
H 3.979252 -1.115176 -3.809736 -0.046 -0.022 0.007 0.316
H 3.521563 -2.675277 -1.079400 -0.033 0.000 0.002 0.244
H 2.520419 -3.037946 -2.472798 0.018 0.025 -0.022 0.303
H 1.733001 -2.511356 -1.002321 0.014 -0.005 0.022 0.236
F -0.272205 -0.437104 -1.272275 0.170 0.012 -0.104 -0.758
As -3.761648 -1.009892 -0.315375 0.031 -0.071 -0.062 2.897
F -3.669769 0.154631 -1.491420 -0.049 -0.008 0.045 -0.513
F -5.057411 -1.842077 -0.914744 -0.092 -0.013 -0.037 -0.516
F -2.656737 -2.244772 -0.395881 -0.010 -0.062 0.010 -0.521
F -4.384260 -0.629948 1.166286 -0.020 0.022 -0.039 -0.502
F -2.213963 -0.037360 0.398361 0.174 0.139 0.036 -0.703
```
Forces are in eV/Å.

Computed properties:
- Largest force on an atom: 0.58 eV Å⁻¹
- Total charge: +3
- Gap between HOMO and LUMO (alpha / beta): 6.77 / 6.00 eV
- Energy relative to the best compared isomer or geometry (same formula, charge and spin): 0.00 kcal/mol
- ⟨S²⟩: 0.762
- Multiplicity: 2
- Highest occupied orbital energy (alpha / beta): -0.6536 / -0.6561 hartree

=====

Q: Among the records above, which one has the lowest multiplicity?
A: C20H29N7O3